[1]
DFT (the ωB97M-V functional and the def2-TZVPD basis) results for O5S in the gas phase.

- LUMO energy (spin up / spin down): -2.7 / -3.8 eV
- Orbital gap (spin up / spin down): 0.3171 / 0.2731 Eh
- Energy relative to the best compared isomer or geometry (same formula, charge and spin): 0.055 eV
- Highest occupied orbital energy (spin up / spin down): -11.357 / -11.263 eV

Geometry (Å):
1 O 1.94 -0.52 -0.67
2 O -1.77 0.63 -0.11
3 O -1.34 -0.53 -0.29
4 O 0.49 1.32 0.07
5 O -0.51 -1.00 0.61
6 S 1.19 0.09 0.38


[2]
DFT (the ωB97M-V functional and the def2-TZVPD basis) results for an isolated ion of composition C2H5BrNO and charge +1.

- LUMO energy: -5.5 eV
- Orbital gap: 0.3563 Eh
- Energy relative to the best compared isomer or geometry (same formula, charge and spin): 0.843 eV
- Highest occupied orbital energy: -15.181 eV
- Net charge: +1
- SMILES string: [NH2+]=C(O)CBr

Geometry (Å):
1 N -0.54 -0.24 1.05
2 C -0.27 0.37 -0.12
3 O -1.05 1.49 -0.31
4 C 0.90 -0.36 -0.95
5 Br 2.22 -0.94 0.42
6 H -0.26 -1.22 1.17
7 H -1.42 0.21 1.46
8 H -1.70 1.61 0.39
9 H 0.71 -1.33 -1.49
10 H 1.40 0.41 -1.60


[3]
DFT (the ωB97M-V functional and the def2-TZVPD basis) results for C42H59B2BrCsF3N8NaO17PS as an isolated structure.

- LUMO energy: -4.3 eV
- Orbital gap: 0.0321 Eh
- Highest occupied orbital energy: -5.210 eV

Geometry (Å):
1 C -3.11 -3.99 0.59
2 C -3.01 -3.41 -0.96
3 O -1.67 -3.69 -1.53
4 P -1.51 -3.09 -3.16
5 O -1.33 -4.38 -4.11
6 C 0.04 -2.00 -3.46
7 C 1.34 -2.87 -2.98
8 C 2.61 -2.02 -2.41
9 N 2.27 -0.70 -1.75
10 C 1.30 -0.55 -0.60
11 B 0.42 -1.62 0.28
12 N -0.91 -1.08 0.86
13 O 0.90 -3.00 0.48
14 N 1.23 0.93 -0.29
15 C 2.14 1.75 -1.17
16 N 2.40 3.10 -1.26
17 C 3.40 3.71 -2.21
18 C 3.45 5.34 -2.25
19 C 4.26 5.76 -3.65
20 C 3.52 6.96 -4.49
21 C 3.11 8.27 -3.59
22 C 1.54 8.70 -3.96
23 C 0.42 7.81 -3.13
24 S -0.11 6.25 -4.03
25 C -1.95 6.23 -4.39
26 N -2.51 4.83 -4.40
27 N -3.85 5.07 -4.72
28 C -4.18 6.55 -4.91
29 O -2.91 7.31 -4.71
30 C 1.65 4.02 -0.27
31 C 2.64 4.56 0.95
32 C 1.79 5.67 1.86
33 C 0.52 4.94 2.65
34 O 0.63 4.25 3.79
35 O -0.84 5.02 2.03
36 N 2.73 0.61 -2.02
37 O 3.59 0.65 -3.04
38 N 4.84 0.31 -2.69
39 O 5.14 0.70 -1.57
40 O -3.02 -2.35 -3.62
41 C -2.87 -0.94 -3.99
42 C -2.62 0.08 -2.72
43 H -2.71 -5.10 0.63
44 H -4.21 -4.02 0.99
45 H -2.50 -3.32 1.36
46 H -3.89 -3.92 -1.55
47 H -3.26 -2.27 -0.89
48 H 0.14 -1.87 -4.64
49 H -0.04 -0.92 -3.01
50 H 0.96 -3.56 -2.08
51 H 1.61 -3.64 -3.85
52 H 3.40 -1.94 -3.28
53 H 3.12 -2.69 -1.57
54 H -1.68 -1.17 0.17
55 H -1.09 -1.68 1.70
56 H 0.36 -3.34 1.27
57 H 3.13 3.30 -3.29
58 H 4.47 3.28 -1.91
59 H 4.05 5.85 -1.38
60 H 2.39 5.85 -2.34
61 H 4.48 4.82 -4.33
62 H 5.33 6.19 -3.33
63 H 2.60 6.50 -5.06
64 H 4.29 7.33 -5.30
65 H 3.28 8.15 -2.44
66 H 3.77 9.19 -3.96
67 H 1.37 8.50 -5.12
68 H 1.40 9.87 -3.83
69 H -0.48 8.53 -2.91
70 H 0.92 7.59 -2.07
71 H -5.26 6.99 -5.17
72 H 0.77 3.45 0.30
73 H 1.10 4.91 -0.83
74 H 3.67 4.97 0.58
75 H 2.90 3.65 1.68
76 H 2.50 6.23 2.64
77 H 1.31 6.45 1.10
78 H -0.94 4.23 1.39
79 H -3.91 -0.61 -4.47
80 H -2.08 -0.85 -4.85
81 H -3.59 0.60 -2.31
82 H -2.09 -0.55 -1.88
83 H -1.83 0.89 -3.11
84 C 0.43 -5.14 8.38
85 C 0.69 -5.29 7.01
86 C -0.16 -4.70 6.08
87 C -1.28 -3.97 6.50
88 C -1.55 -3.84 7.86
89 C -0.69 -4.42 8.80
90 C -2.75 -3.12 8.32
91 O -2.99 -3.01 9.52
92 C -3.67 -2.55 7.32
93 C -4.85 -1.91 7.74
94 C -5.71 -1.35 6.80
95 C -5.41 -1.42 5.44
96 C -4.24 -2.06 5.02
97 C -3.37 -2.63 5.96
98 C -2.16 -3.34 5.50
99 O -1.89 -3.40 4.31
100 H 1.10 -5.59 9.11
101 H 1.55 -5.86 6.68
102 H 0.05 -4.81 5.01
103 H -0.88 -4.32 9.87
104 H -5.09 -1.85 8.80
105 H -6.63 -0.86 7.12
106 H -6.08 -0.97 4.70
107 H -4.01 -2.11 3.95
108 B -9.91 -4.26 5.74
109 O -9.59 -3.20 6.71
110 C -9.18 -2.14 6.01
111 O -8.84 -1.08 6.51
112 C -9.22 -2.43 4.60
113 O -8.91 -1.67 3.70
114 O -9.64 -3.69 4.42
115 F -11.31 -4.64 5.86
116 F -9.06 -5.42 5.97
117 Na -7.75 -2.63 2.15
118 C 4.81 -5.97 -3.30
119 O 4.96 -4.58 -3.08
120 C 6.05 -4.28 -2.21
121 C 7.27 -3.79 -2.99
122 O 7.83 -4.84 -3.79
123 C 7.46 -4.71 -5.17
124 H 4.12 -6.12 -4.14
125 H 5.76 -6.45 -3.55
126 H 4.39 -6.44 -2.41
127 H 6.30 -5.14 -1.58
128 H 5.72 -3.47 -1.54
129 H 8.05 -3.49 -2.28
130 H 7.03 -2.91 -3.60
131 H 8.03 -3.89 -5.62
132 H 6.39 -4.54 -5.29
133 H 7.73 -5.64 -5.68
134 F 5.60 7.59 -2.07
135 Cs -8.23 0.39 2.41
136 Br 8.49 -1.70 -4.09


[4]
DFT (the ωB97M-V functional and the def2-TZVPD basis) results for C4H5NO2 in the gas phase.

- LUMO energy: -0.6 eV
- Orbital gap: 0.3395 Eh
- Energy relative to the best compared isomer or geometry (same formula, charge and spin): 2.171 eV
- Highest occupied orbital energy: -9.809 eV
- SMILES string: C=NCC(=O)C=O

Geometry (Å):
1 C -1.67 -1.34 -0.10
2 N -0.78 -0.64 0.47
3 C -0.53 0.69 -0.04
4 C 0.90 0.40 -0.50
5 O 1.19 -0.13 -1.54
6 C 1.97 0.59 0.58
7 O 1.74 1.15 1.62
8 H -2.42 -0.94 -0.79
9 H -1.68 -2.41 0.09
10 H -1.18 1.03 -0.86
11 H -0.50 1.43 0.77
12 H 2.96 0.18 0.30


[5]
DFT (the ωB97M-V functional and the def2-TZVPD basis) results for C3H6N2O2 as an isolated structure.

- LUMO energy: 0.9 eV
- Orbital gap: 0.3717 Eh
- Energy relative to the best compared isomer or geometry (same formula, charge and spin): 2.629 eV
- Highest occupied orbital energy: -9.259 eV

Geometry (Å):
1 N 0.76 -1.68 0.31
2 C 0.40 -0.37 0.69
3 O 0.24 -0.05 1.86
4 C 1.05 0.51 -0.38
5 O 0.20 1.68 -0.68
6 C -1.06 1.29 -0.52
7 N -1.27 0.10 -0.14
8 H 0.90 -2.25 1.13
9 H 0.24 -2.13 -0.43
10 H 1.13 -0.02 -1.33
11 H 2.04 0.76 0.02
12 H -1.85 2.02 -0.72
13 H -2.15 -0.12 0.32


[6]
DFT (the ωB97M-V functional and the def2-TZVPD basis) results for C4H6NdO2 as an isolated structure.

- LUMO energy (spin up / spin down): -5.4 / -5.3 eV
- Orbital gap (spin up / spin down): 0.2276 / 0.2361 Eh
- Energy relative to the best compared isomer or geometry (same formula, charge and spin): 0.000 eV
- Highest occupied orbital energy (spin up / spin down): -11.564 / -11.689 eV
- Net charge: +1
- Spin multiplicity: 4

Geometry (Å):
1 O 1.95 -0.80 -2.21
2 C 0.84 -0.26 -1.59
3 C 0.71 -0.14 -0.24
4 C -0.29 0.73 0.39
5 C -1.29 0.26 1.45
6 O -1.01 -1.01 1.98
7 Nd 0.01 -2.32 0.79
8 H 2.66 -0.14 -2.25
9 H 0.10 0.18 -2.28
10 H -0.87 1.28 -0.38
11 H 0.77 0.94 1.04
12 H -2.31 0.30 1.02
13 H -1.27 0.99 2.29


M, respectively: 112.06, 138.97, 1325.43, 99.09, 102.09, 230.33 g/mol.
Calculated total energy, respectively: -774.09133, -2782.90554, -7197.52334, -360.58964, -377.86272, -867.49336 Eh.